Record 1
{"formula": "C3H11N2S", "method": "the ωB97M-V functional and the def2-TZVPD basis", "symbols": ["C", "S", "C", "H", "H", "H", "H", "H", "H", "N", "C", "N", "H", "H", "H", "H", "H"], "coordinates": [[0.706136, 0.403445, 2.651930], [0.523845, -0.301939, 1.009145], [-1.230878, -0.940698, 1.228128], [-0.263692, 0.719122, 3.021943], [1.335499, 1.288981, 2.713437], [1.247878, -0.426287, 3.082349], [-1.760495, -1.117020, 0.304393], [-1.013007, -1.705116, 1.962520], [-1.775461, -0.091380, 1.646195], [1.436381, 0.440772, -2.296008], [0.258901, -0.061661, -2.597849], [-0.819459, 0.111368, -1.835578], [1.834558, 0.510880, -1.361940], [1.897378, 1.199989, -2.790631], [0.030678, -0.503335, -3.556531], [-1.675703, 0.229446, -2.363724], [-0.732564, 0.243440, -0.817774]], "forces_ev_per_a": [[0.575, 0.081, -0.337], [-0.993, 0.330, -1.299], [1.355, 1.628, 0.698], [0.005, -0.562, 0.430], [0.169, -0.055, -0.523], [-0.440, 0.209, 1.381], [0.307, -1.066, -0.170], [-1.132, -0.570, -0.297], [0.048, -0.243, 0.403], [2.255, -0.023, 0.955], [-1.965, 2.017, 0.796], [1.132, -0.993, -0.606], [-1.213, -0.220, 0.425], [-0.143, -0.975, -1.345], [0.323, 0.596, -0.631], [-0.310, -0.898, 0.526], [0.027, 0.745, -0.408]], "de_lowest_kcal_mol": 48.98, "orbital_gap_ev": 7.63, "charge": 1, "lumo_ha": -0.1779}

Record 2
{"formula": "C3H11N2S", "method": "the ωB97M-V functional and the def2-TZVPD basis", "symbols": ["N", "C", "C", "N", "C", "S", "H", "H", "H", "H", "H", "H", "H", "H", "H", "H", "H"], "coordinates": [[1.104332, -1.749156, 0.641067], [-0.241367, -1.301435, 0.241621], [-0.191643, 0.100699, -0.431412], [1.200614, 0.689425, -0.249177], [-1.185921, 1.039111, 0.227836], [-1.405333, 2.635048, -0.602971], [1.100150, -2.020124, 1.618689], [1.421502, -2.573239, 0.143053], [-0.831724, -1.229389, 1.148958], [-0.753915, -1.993215, -0.423577], [-0.353579, 0.059200, -1.502636], [1.756175, 0.673725, -1.103188], [1.647152, 0.091709, 0.467517], [1.108171, 1.672435, 0.020069], [-0.869738, 1.260491, 1.252947], [-2.130702, 0.521990, 0.390679], [-1.374175, 2.122725, -1.839476]], "forces_ev_per_a": [[-0.237, -0.216, 0.229], [0.566, -0.096, 0.090], [0.193, 0.234, 0.306], [-0.612, 0.352, -0.139], [-0.320, -0.015, 0.350], [0.295, -0.088, 0.069], [0.035, 0.054, -0.079], [-0.016, 0.181, -0.196], [-0.243, 0.119, 0.016], [0.076, -0.048, -0.018], [-0.117, -0.170, -0.096], [0.052, -0.208, 0.081], [0.325, -0.194, -0.104], [0.074, 0.010, 0.075], [0.205, 0.058, -0.056], [-0.122, -0.039, -0.426], [-0.155, 0.065, -0.100]], "de_lowest_kcal_mol": 12.37, "orbital_gap_ev": 10.14, "charge": 1, "smiles": "NC[C@H]([NH3+])CS", "lumo_ha": -0.1175}

Record 3
{"formula": "C3H11N3", "method": "the ωB97M-V functional and the def2-TZVPD basis", "symbols": ["C", "N", "C", "N", "C", "N", "H", "H", "H", "H", "H", "H", "H", "H", "H", "H", "H"], "coordinates": [[1.295162, 0.519267, -0.411647], [1.026369, -0.615305, 0.444802], [0.025874, -1.546865, -0.138572], [-1.017961, -2.011197, 0.742849], [0.111952, 1.530566, -0.626324], [-1.309084, 1.253991, 0.537678], [1.526725, 0.122072, -1.450097], [2.114188, 1.172307, -0.142497], [0.616856, -0.343110, 1.292837], [0.558790, -2.416683, -0.550310], [-0.493366, -1.013945, -0.927257], [-0.517276, -2.495717, 1.506322], [-1.401385, -1.113806, 1.187468], [0.409205, 2.425268, -1.193973], [-0.731660, 0.943857, -0.909472], [-2.060219, 1.817358, 0.138044], [-0.154172, 1.771942, 0.500149]], "forces_ev_per_a": [[-0.981, 1.018, -2.561], [0.495, -1.100, -0.809], [0.330, 0.371, -0.778], [0.403, 1.105, 1.911], [4.217, -0.449, -1.742], [-3.922, -1.714, 4.872], [0.177, 0.020, 1.027], [0.744, -0.497, 0.650], [-0.553, 0.989, 1.384], [-0.172, 0.135, -0.067], [0.021, -0.085, -0.477], [-0.571, 0.153, -0.241], [0.275, -1.281, -0.882], [-0.051, -0.281, -0.053], [-0.267, -0.113, -2.238], [0.043, 0.540, -0.276], [-0.189, 1.188, 0.279]], "multiplicity": 2, "de_lowest_kcal_mol": 109.07, "orbital_gap_ev": [4.36, 6.27], "charge": -1, "lumo_ha": [0.1665, 0.1618]}

Record 4
{"formula": "C3H11N3", "method": "the ωB97M-V functional and the def2-TZVPD basis", "symbols": ["H", "N", "C", "N", "H", "H", "H", "C", "C", "N", "H", "H", "H", "H", "H", "H", "H"], "coordinates": [[3.017854, -2.560630, 0.118158], [2.795697, -1.576366, -0.139072], [1.964825, -0.985494, 0.561131], [2.040972, 0.396611, 0.782846], [1.485945, -1.392667, 1.391359], [1.691217, 0.987770, 1.546091], [2.928973, 0.754343, 0.424224], [-1.569905, -0.360109, 0.312124], [-1.092248, 0.717534, -0.569005], [-2.236376, 1.534911, -1.132827], [-2.231841, 0.102096, 1.076153], [-0.754722, -0.869554, 0.917632], [-2.007078, -1.184930, -0.200139], [-0.580707, 0.299383, -1.485758], [-0.389950, 1.342410, -0.027801], [-3.013489, 0.882994, -1.503756], [-2.049166, 1.911699, -2.071359]], "forces_ev_per_a": [[-1.167, 0.925, -0.571], [2.008, -1.384, -1.545], [0.966, 2.336, 3.126], [0.947, 0.914, -1.428], [-1.738, -1.425, 1.039], [-0.276, -1.396, -0.534], [-0.626, 0.012, -0.046], [0.594, -0.530, 2.551], [0.130, 0.432, -3.176], [-1.691, -1.354, -0.963], [-0.012, -0.587, -0.497], [-0.601, 0.888, -0.773], [-0.901, -0.401, -0.480], [0.126, 0.165, 1.216], [-0.090, 0.387, -0.200], [1.402, 0.739, 1.533], [0.927, 0.278, 0.747]], "de_lowest_kcal_mol": 44.97, "orbital_gap_ev": 10.15, "charge": 0, "smiles": "[H]/N=C/N.CCN", "lumo_ha": 0.0353}

Record 5
{"formula": "C3H11N3", "method": "the ωB97M-V functional and the def2-TZVPD basis", "symbols": ["H", "N", "C", "N", "H", "H", "H", "C", "C", "N", "H", "H", "H", "H", "H", "H", "H"], "coordinates": [[-0.477248, -3.961491, 2.302807], [0.394206, -3.447057, 2.382260], [0.483391, -2.654971, 1.384896], [1.116872, -1.446222, 1.328542], [-0.109018, -2.914010, 0.501642], [1.696882, -1.262001, 0.519740], [1.652628, -1.169686, 2.143725], [0.251418, 1.890674, -1.969098], [-0.622135, 2.103141, -0.733771], [-1.348678, 0.822156, -0.505752], [0.612971, 2.820235, -2.407153], [1.078825, 1.273507, -1.628237], [-0.364396, 1.354186, -2.677290], [0.034568, 2.294131, 0.105443], [-1.297500, 2.936382, -0.907980], [-0.821015, 0.446201, 0.278733], [-2.281779, 0.914828, -0.118501]], "forces_ev_per_a": [[0.475, -0.754, -0.329], [0.076, 1.571, 0.658], [-1.375, -1.251, -0.093], [1.349, 0.399, 0.135], [0.158, 0.582, -0.342], [-0.452, -0.096, -0.327], [-0.262, -0.391, 0.272], [-0.245, 0.176, 0.572], [-0.374, -0.423, -0.852], [0.621, 0.197, 0.921], [0.137, -0.008, 0.063], [0.255, -0.145, -0.499], [0.144, -0.148, -0.382], [-0.083, 0.508, 0.345], [-0.158, 0.052, 0.232], [-0.253, -0.740, -0.179], [-0.012, 0.472, -0.193]], "de_lowest_kcal_mol": 27.88, "orbital_gap_ev": 10.31, "charge": 0, "smiles": "[H]/N=C/N.CCN", "lumo_ha": 0.0310}

Record 6
{"formula": "C3H11N3", "method": "the ωB97M-V functional and the def2-TZVPD basis", "symbols": ["C", "N", "C", "H", "H", "H", "H", "H", "N", "C", "N", "H", "H", "H", "H", "H", "H"], "coordinates": [[-2.421283, 0.742583, -0.070253], [-1.215306, 0.975195, 0.271553], [-0.759648, 2.365605, 0.179816], [-2.957348, -0.085080, 0.355073], [-2.806540, 1.361225, -0.879934], [-0.022225, 2.573981, 0.952487], [-0.236699, 2.468371, -0.777459], [-1.579280, 3.072125, 0.285373], [1.512464, -0.608642, 0.897016], [0.923066, -1.142241, -0.341850], [1.650020, -2.248798, -0.933803], [1.290894, -1.244634, 1.665379], [0.835274, 0.110659, 1.166503], [0.901349, -0.313530, -1.051074], [-0.131308, -1.430669, -0.209318], [1.905643, -2.953574, -0.256494], [2.441410, -1.899043, -1.451214]], "forces_ev_per_a": [[1.929, 0.662, -0.660], [-1.277, 0.185, 2.159], [0.579, -0.655, -1.319], [-0.073, -0.730, -0.476], [-1.092, 0.357, 0.440], [-0.061, -0.197, 0.114], [-0.062, 0.458, 0.007], [-0.026, 0.077, -0.225], [-0.924, 0.170, 0.553], [-0.184, -0.334, -0.042], [-0.509, 0.422, -0.248], [0.473, -0.477, -0.246], [0.352, 0.443, -0.228], [0.087, -0.112, -0.121], [0.262, -0.098, 0.092], [0.206, 0.113, -0.071], [0.320, -0.283, 0.271]], "de_lowest_kcal_mol": 49.85, "orbital_gap_ev": 9.90, "charge": 0, "smiles": "C=NC.NCN", "lumo_ha": 0.0324}

- Which formula does entry 2 have?
  C3H11N2S

- Number 4 is which compound?
  C3H11N3